DFT (ωB97M-V/def2-TZVPD) results for 17 unconnected molecules or ions with the total composition C69H172O51S11.

Each line ends with the Löwdin charge.
Geometry (Å):
O -7.19 27.93 -23.39  -0.30
S -6.47 27.26 -22.26  0.70
O -6.81 25.91 -21.78  -0.31
O -4.87 27.36 -22.58  -0.25
C -4.06 26.59 -21.72  -0.26
C -2.66 26.39 -22.35  -0.03
C -6.46 28.45 -20.92  -0.10
H -4.52 25.65 -21.42  0.11
H -3.94 27.21 -20.83  0.10
H -2.76 25.94 -23.34  0.07
H -2.10 25.68 -21.76  0.05
H -2.07 27.29 -22.52  0.06
H -6.19 29.44 -21.28  0.06
H -5.82 28.12 -20.10  0.05
H -7.44 28.46 -20.43  0.06
O 0.40 26.47 -27.78  -0.30
S 0.84 25.89 -26.51  0.71
O 0.50 24.52 -26.10  -0.30
O 2.50 25.97 -26.54  -0.27
C 3.17 26.74 -27.46  -0.31
C 3.27 28.22 -26.99  -0.05
C 0.56 27.10 -25.12  -0.07
H 2.69 26.69 -28.43  0.11
H 4.14 26.28 -27.64  0.12
H 2.24 28.57 -27.05  0.06
H 3.82 28.86 -27.68  0.07
H 3.58 28.38 -25.96  0.08
H 1.33 26.84 -24.38  0.05
H -0.46 26.93 -24.78  0.05
H 0.74 28.13 -25.44  0.05
O -6.18 23.61 -24.13  -0.29
S -6.47 22.35 -23.46  0.68
O -7.74 21.63 -23.66  -0.29
O -5.21 21.33 -23.66  -0.29
C -5.31 19.93 -23.47  -0.27
C -5.75 19.27 -24.82  -0.05
C -6.36 22.72 -21.65  -0.10
H -5.95 19.57 -22.66  0.11
H -4.39 19.41 -23.21  0.12
H -5.68 18.18 -24.73  0.08
H -5.01 19.62 -25.54  0.05
H -6.76 19.52 -25.14  0.08
H -6.73 21.89 -21.06  0.06
H -6.92 23.64 -21.45  0.04
H -5.31 22.98 -21.52  0.06
O 1.07 25.41 -22.43  -0.31
S 1.50 24.09 -21.98  0.68
O 1.78 23.86 -20.56  -0.30
O 0.47 22.93 -22.54  -0.26
C -0.89 22.94 -22.11  -0.26
C -1.64 21.80 -22.75  -0.05
C 2.91 23.53 -23.02  -0.09
H -1.30 23.88 -22.48  0.10
H -1.02 22.84 -21.03  0.12
H -1.71 21.80 -23.83  0.07
H -2.70 21.95 -22.52  0.07
H -1.21 20.83 -22.51  0.09
H 2.53 23.28 -24.01  0.07
H 3.48 22.79 -22.46  0.07
H 3.65 24.32 -23.09  0.07
O -10.20 26.33 -17.94  -0.32
S -8.77 26.19 -17.62  0.72
O -7.76 27.04 -18.29  -0.31
O -8.58 26.37 -15.96  -0.27
C -7.28 26.79 -15.48  -0.24
C -6.43 25.56 -14.98  -0.04
C -8.41 24.32 -17.80  -0.06
H -7.46 27.48 -14.65  0.11
H -6.74 27.47 -16.13  0.08
H -5.48 25.93 -14.60  0.06
H -6.28 24.80 -15.75  0.05
H -6.76 25.06 -14.07  0.08
H -8.47 24.17 -18.88  0.05
H -9.14 23.72 -17.26  0.08
H -7.39 24.17 -17.44  0.02
O -14.61 27.68 -21.47  -0.31
S -13.60 26.70 -21.04  0.69
O -13.42 25.38 -21.75  -0.32
O -12.21 27.48 -21.03  -0.26
C -11.07 26.71 -20.85  -0.32
C -10.19 26.62 -22.06  -0.05
C -13.87 26.39 -19.21  -0.08
H -11.27 25.74 -20.40  0.10
H -10.48 27.34 -20.17  0.10
H -9.70 27.56 -22.30  0.07
H -10.72 26.23 -22.93  0.07
H -9.32 25.99 -21.91  0.07
H -14.78 25.83 -18.99  0.07
H -13.85 27.31 -18.62  0.07
H -13.00 25.83 -18.88  0.04
O -3.19 23.70 -30.93  -0.29
S -2.79 24.07 -29.57  0.70
O -3.19 25.31 -28.96  -0.29
O -3.10 22.78 -28.54  -0.24
C -3.05 23.03 -27.20  -0.32
C -3.60 21.81 -26.41  -0.05
C -0.96 24.12 -29.52  -0.10
H -3.63 23.93 -26.95  0.11
H -2.03 23.14 -26.84  0.11
H -4.66 21.67 -26.65  0.08
H -3.51 21.97 -25.34  0.05
H -3.10 20.89 -26.68  0.08
H -0.60 23.10 -29.36  0.07
H -0.73 24.59 -28.57  0.01
H -0.55 24.75 -30.31  0.08
O 0.81 33.13 -23.51  -0.31
S 0.39 32.02 -22.60  0.72
O 0.88 32.08 -21.19  -0.31
O -1.21 31.93 -22.62  -0.26
C -1.83 31.15 -21.68  -0.31
C -2.86 30.29 -22.34  -0.04
C 0.70 30.34 -23.30  -0.08
H -2.28 31.83 -20.95  0.13
H -1.14 30.47 -21.18  0.11
H -2.50 29.67 -23.16  0.08
H -3.78 30.81 -22.61  0.06
H -3.14 29.62 -21.52  0.08
H 0.64 29.61 -22.49  0.05
H 1.70 30.40 -23.73  0.06
H -0.06 30.09 -24.04  0.06
O -2.75 24.68 -19.16  -0.29
S -3.73 24.03 -18.32  0.67
O -5.07 24.61 -18.18  -0.31
O -3.92 22.50 -18.94  -0.27
C -5.01 21.73 -18.48  -0.30
C -4.89 20.38 -19.14  -0.05
C -3.06 23.60 -16.66  -0.08
H -5.92 22.30 -18.68  0.10
H -4.94 21.64 -17.39  0.11
H -3.88 19.99 -18.99  0.09
H -4.88 20.46 -20.22  0.06
H -5.65 19.62 -18.94  0.09
H -2.14 23.02 -16.75  0.07
H -3.83 23.03 -16.13  0.05
H -2.77 24.50 -16.12  0.06
O -5.42 32.56 -22.18  -0.30
S -6.86 32.68 -22.07  0.67
O -7.70 31.48 -22.10  -0.29
O -7.24 33.65 -20.78  -0.27
C -6.53 34.82 -20.59  -0.31
C -6.60 35.06 -19.07  -0.05
C -7.42 33.80 -23.42  -0.08
H -6.87 35.67 -21.17  0.12
H -5.46 34.75 -20.81  0.12
H -5.99 35.93 -18.84  0.08
H -6.08 34.22 -18.61  0.07
H -7.60 35.25 -18.69  0.07
H -7.02 33.41 -24.35  0.07
H -6.94 34.77 -23.26  0.06
H -8.50 33.88 -23.46  0.08
O -8.62 24.29 -27.05  -0.30
S -8.11 25.64 -27.25  0.70
O -7.67 26.07 -28.56  -0.28
O -9.32 26.72 -26.78  -0.27
C -10.10 26.41 -25.68  -0.32
C -10.91 27.64 -25.14  -0.04
C -6.86 26.05 -25.89  -0.08
H -9.52 26.01 -24.85  0.09
H -10.76 25.59 -25.96  0.12
H -11.80 27.37 -24.55  0.07
H -11.28 28.21 -25.99  0.07
H -10.21 28.28 -24.61  0.06
H -6.15 25.26 -26.09  0.04
H -7.28 25.86 -24.90  0.04
H -6.57 27.05 -26.19  0.06
C -10.43 22.35 -21.42  -0.05
O -11.18 21.09 -21.35  -0.17
C -12.58 21.12 -21.15  -0.22
C -13.15 19.75 -20.84  -0.21
O -12.58 19.12 -19.69  -0.12
C -13.35 17.96 -19.31  -0.20
C -13.00 17.70 -17.87  -0.19
O -13.29 18.77 -16.97  -0.18
C -14.63 19.20 -16.82  -0.10
H -10.63 22.85 -22.37  0.09
H -9.37 22.12 -21.51  0.06
H -10.61 23.02 -20.59  0.07
H -13.19 21.48 -21.97  0.13
H -12.83 21.70 -20.26  0.12
H -13.00 19.13 -21.72  0.13
H -14.23 19.89 -20.74  0.12
H -13.20 17.15 -20.02  0.13
H -14.43 18.14 -19.29  0.11
H -11.91 17.65 -17.92  0.13
H -13.48 16.79 -17.52  0.12
H -15.15 19.62 -17.69  0.08
H -14.76 19.94 -16.03  0.09
H -15.17 18.32 -16.48  0.08
C -8.59 32.54 -31.14  -0.10
O -8.03 33.12 -29.96  -0.19
C -8.85 33.59 -28.89  -0.17
C -9.69 32.49 -28.20  -0.15
O -8.77 31.84 -27.29  -0.17
C -8.98 30.49 -26.86  -0.16
C -8.05 30.04 -25.65  -0.20
O -6.72 30.06 -26.04  -0.17
C -5.75 29.95 -24.96  -0.07
H -7.80 32.12 -31.75  0.09
H -9.11 33.25 -31.79  0.08
H -9.32 31.77 -30.90  0.07
H -9.57 34.30 -29.30  0.11
H -8.21 34.15 -28.20  0.13
H -10.11 31.69 -28.81  0.11
H -10.45 32.92 -27.54  0.12
H -8.90 29.85 -27.74  0.12
H -10.00 30.27 -26.54  0.10
H -8.26 29.00 -25.39  0.09
H -8.27 30.75 -24.86  0.11
H -5.46 28.91 -24.79  0.06
H -6.14 30.37 -24.04  0.06
H -4.88 30.54 -25.25  0.08
C -12.88 30.70 -21.13  -0.09
O -11.82 31.37 -20.45  -0.18
C -10.54 30.72 -20.41  -0.16
C -9.61 31.53 -19.50  -0.19
O -10.17 31.90 -18.27  -0.13
C -9.41 32.82 -17.50  -0.16
C -8.44 32.11 -16.61  -0.25
O -9.01 31.16 -15.73  -0.16
C -9.13 29.79 -16.35  -0.03
H -13.16 29.85 -20.52  0.07
H -12.57 30.36 -22.12  0.09
H -13.71 31.38 -21.31  0.09
H -10.16 30.70 -21.43  0.11
H -10.56 29.66 -20.16  0.11
H -9.35 32.43 -20.07  0.10
H -8.65 31.06 -19.30  0.12
H -10.05 33.27 -16.73  0.13
H -8.98 33.60 -18.13  0.11
H -7.86 32.77 -15.96  0.13
H -7.56 31.71 -17.12  0.09
H -9.23 29.07 -15.54  0.07
H -8.23 29.44 -16.86  0.06
H -10.02 29.76 -16.97  0.09
C 3.06 31.60 -28.31  -0.13
O 1.73 31.64 -27.90  -0.21
C 1.45 31.98 -26.51  -0.15
C -0.07 32.00 -26.38  -0.16
O -0.58 30.71 -26.74  -0.14
C -1.93 30.65 -26.76  -0.23
C -2.47 29.24 -27.09  -0.15
O -2.37 28.30 -26.01  -0.20
C -2.93 27.02 -26.36  -0.10
H 3.17 31.33 -29.36  0.09
H 3.65 31.11 -27.53  0.08
H 3.32 32.65 -28.37  0.08
H 1.86 32.98 -26.41  0.13
H 1.85 31.24 -25.82  0.10
H -0.47 32.62 -27.18  0.13
H -0.34 32.24 -25.35  0.09
H -2.34 31.34 -27.49  0.13
H -2.33 30.87 -25.76  0.12
H -1.89 28.86 -27.94  0.13
H -3.51 29.34 -27.40  0.12
H -3.88 27.01 -26.90  0.08
H -3.11 26.29 -25.58  0.07
H -2.24 26.56 -27.07  0.06
C -4.14 22.10 -13.35  -0.07
O -3.70 23.44 -13.69  -0.25
C -2.92 24.13 -12.69  -0.18
C -2.33 25.43 -13.17  -0.15
O -1.50 25.43 -14.35  -0.16
C -0.23 24.92 -14.18  -0.18
C 0.51 25.00 -15.53  -0.17
O -0.21 24.17 -16.40  -0.23
C 0.48 23.94 -17.61  -0.09
H -4.80 22.12 -12.48  0.09
H -3.18 21.60 -13.27  0.09
H -4.72 21.64 -14.15  0.08
H -2.23 23.40 -12.27  0.12
H -3.72 24.27 -11.96  0.13
H -1.78 25.93 -12.37  0.13
H -3.19 26.07 -13.36  0.12
H -0.34 23.91 -13.78  0.13
H 0.23 25.52 -13.39  0.13
H 1.46 24.47 -15.50  0.12
H 0.74 25.99 -15.94  0.12
H -0.18 23.44 -18.31  0.08
H 1.31 23.26 -17.41  0.10
H 0.68 24.89 -18.11  0.08
C 0.41 27.64 -20.37  -0.12
O -0.14 28.55 -19.45  -0.17
C -0.17 28.09 -18.08  -0.15
C -1.58 27.54 -17.74  -0.11
O -2.53 28.67 -17.76  -0.13
C -3.88 28.30 -17.71  -0.23
C -4.74 29.53 -17.73  -0.19
O -4.50 30.16 -18.97  -0.19
C -4.94 31.50 -19.11  -0.08
H 1.50 27.58 -20.45  0.09
H 0.07 27.87 -21.37  0.06
H 0.00 26.65 -20.16  0.07
H -0.06 28.97 -17.44  0.13
H 0.60 27.34 -17.90  0.10
H -1.79 27.03 -16.80  0.12
H -1.89 26.91 -18.58  0.09
H -4.14 27.82 -16.77  0.12
H -4.12 27.58 -18.49  0.11
H -4.30 30.16 -16.95  0.14
H -5.79 29.27 -17.59  0.11
H -5.86 31.73 -18.57  0.06
H -5.21 31.72 -20.14  0.05
H -4.15 32.18 -18.78  0.10

HOMO level = -8.977 eV
calculated total energy = -297930.4272 eV


DFT (ωB97M-V/def2-TZVPD) results for a single C28H43IN4O6 molecule.

Each line ends with the Löwdin charge.
Geometry (Å):
C -4.12 3.43 0.29  -0.08
C -2.84 3.82 -0.48  -0.24
N -1.71 2.90 -0.28  0.04
C -1.53 1.89 -1.35  -0.39
N -1.74 2.31 -2.71  0.08
C -2.79 1.96 -3.37  -0.36
C -2.59 1.60 -4.81  -0.04
C -4.21 1.96 -2.87  -0.02
C -2.05 0.52 -0.87  -0.40
O -3.09 -0.04 -1.10  0.09
N -1.12 -0.04 0.00  0.14
C 0.25 0.59 -0.06  -0.40
C 1.15 -0.65 -0.27  -0.19
C 1.16 -1.59 0.97  -0.16
C 0.74 -3.02 0.62  -0.24
N 1.44 -4.00 1.46  -0.06
C 0.56 -5.08 1.92  -0.17
C 0.16 -6.02 0.81  -0.15
C 0.76 -6.01 -0.45  -0.03
C 0.34 -6.87 -1.46  -0.08
C -0.69 -7.77 -1.21  -0.09
C -1.28 -7.82 0.06  -0.02
C -0.85 -6.96 1.06  -0.27
O -1.40 -6.98 2.33  0.03
C 0.45 1.30 1.28  -0.09
C 1.90 1.34 1.80  -0.16
O 2.23 2.61 2.38  0.01
C 1.43 2.98 3.41  -0.52
O 0.94 4.06 3.41  0.15
C 1.21 2.02 4.56  -0.15
C 1.27 2.82 5.88  -0.08
C 0.05 1.56 -1.26  -0.53
I 0.72 0.66 -3.17  1.09
C 0.88 2.85 -1.21  -0.19
C 2.39 2.66 -1.25  -0.24
O 2.95 3.33 -2.39  -0.05
C 4.32 3.34 -2.29  -0.54
C 4.99 2.04 -2.69  0.02
O 4.92 4.29 -1.92  0.15
H -4.07 3.86 1.29  0.07
H -4.96 3.95 -0.19  0.07
H -4.29 2.36 0.31  0.07
H -2.54 4.78 -0.06  0.11
H -3.05 4.01 -1.53  0.09
H -1.96 2.37 0.55  0.11
H -2.23 0.58 -4.88  0.07
H -1.90 2.31 -5.25  0.08
H -3.53 1.70 -5.36  0.07
H -4.34 1.47 -1.91  0.06
H -4.53 2.99 -2.76  0.09
H -4.84 1.43 -3.57  0.08
H -1.15 -1.02 -0.24  0.13
H 0.79 -1.23 -1.11  0.05
H 2.18 -0.36 -0.45  0.10
H 2.17 -1.62 1.37  0.11
H 0.50 -1.23 1.75  0.11
H -0.34 -3.13 0.68  0.12
H 1.03 -3.20 -0.42  0.10
H 1.72 -3.50 2.30  0.10
H 0.96 -5.61 2.77  0.13
H -0.38 -4.63 2.26  0.12
H 1.56 -5.30 -0.61  0.10
H 0.81 -6.83 -2.43  0.10
H -1.05 -8.45 -1.97  0.10
H -2.07 -8.53 0.28  0.11
H -2.35 -6.84 2.29  0.11
H 0.10 2.33 1.24  0.11
H -0.16 0.81 2.03  0.12
H 2.61 1.17 1.00  0.11
H 2.02 0.56 2.54  0.11
H 1.90 1.19 4.58  0.11
H 0.18 1.66 4.47  0.12
H 0.42 3.49 5.94  0.08
H 2.14 3.47 5.84  0.08
H 1.30 2.16 6.74  0.07
H 0.64 3.44 -0.33  0.11
H 0.61 3.41 -2.11  0.11
H 2.82 3.14 -0.37  0.13
H 2.71 1.62 -1.20  0.07
H 5.24 1.50 -1.78  0.09
H 4.28 1.43 -3.24  0.07
H 5.86 2.29 -3.28  0.09

HOMO level = -8.577 eV
structure (SMILES) = CCN[C@]1(N=C(C)C)C(=O)N[C@](CCCNCc2ccccc2O)(CCOC(=O)CC)[C@]1(I)CCOC(C)=O
calculated total energy = -56077.6394 eV


| no. | gap between HOMO and LUMO (hartree) |
| --- | --- |
| 1 | 0.3246 |
| 2 | 0.3247 |